199
Properties=species:S:1:pos:R:3:lowdin_charge:R:1 method="wB97M-V/def2-TZVPD" charge=+1 homo_ev=-10.20 homo_lumo_gap_ev=8.3131 e_lumo_ev=-1.890
Zr 1.257 -2.487 2.216 1.915
C 0.897 -0.893 -0.183 -0.394
O 0.544 0.198 0.623 -0.082
O 0.655 -2.090 0.391 -0.257
C 0.081 -1.074 -1.458 -0.559
F -1.288 -1.040 -1.241 0.106
F 0.177 -0.198 -2.396 0.192
F 0.388 -2.266 -1.982 0.154
C 1.363 1.355 0.473 -0.224
C 0.930 2.583 1.205 -0.054
H 0.001 2.993 0.827 0.073
H 0.937 2.483 2.286 0.049
H 1.758 3.285 1.054 0.060
H 1.331 1.591 -0.594 0.110
H 2.399 1.117 0.741 0.122
H 1.960 -0.796 -0.544 0.173
C 3.448 -3.994 1.956 -0.348
O 3.432 -2.858 0.994 -0.155
O 2.227 -4.164 2.567 -0.263
C 3.802 -5.338 1.243 -0.565
F 2.814 -5.579 0.327 0.116
F 4.906 -5.453 0.527 0.179
F 3.757 -6.290 2.141 0.201
C 4.842 -2.353 0.921 -0.147
C 5.115 -1.273 -0.172 -0.029
H 6.121 -0.880 0.062 0.098
H 5.125 -1.603 -1.201 0.066
H 4.430 -0.439 -0.052 0.050
H 5.429 -3.226 0.723 0.110
H 5.082 -1.955 1.899 0.086
H 4.139 -3.746 2.756 0.139
C 3.050 -0.796 3.753 -0.342
O 3.978 -1.811 4.213 -0.098
O 1.787 -1.306 3.618 -0.275
C 2.973 0.494 4.634 -0.578
F 2.562 0.239 5.905 0.154
F 4.051 1.158 4.694 0.226
F 1.987 1.271 4.083 0.111
C 5.274 -1.339 4.568 -0.256
C 6.162 -2.535 4.886 -0.038
H 6.269 -3.210 4.050 0.066
H 7.133 -2.135 5.211 0.092
H 5.711 -3.052 5.731 0.089
H 5.331 -0.586 5.371 0.129
H 5.506 -0.838 3.623 0.110
H 3.500 -0.428 2.809 0.157
C -0.739 -2.674 -7.127 -0.044
C 0.100 -1.447 -6.894 -0.418
C -0.263 -0.261 -7.786 -0.207
O -0.083 -0.578 -9.141 -0.179
C 1.231 -0.532 -9.624 -0.113
N 0.021 -1.045 -5.457 0.060
H -0.527 -3.395 -6.343 0.072
H -0.585 -3.146 -8.084 0.081
H -1.775 -2.314 -7.038 0.081
H 1.133 -1.641 -7.169 0.107
H 0.354 0.588 -7.489 0.123
H -1.316 0.014 -7.709 0.126
H 1.929 -1.153 -9.064 0.074
H 1.650 0.485 -9.636 0.093
H 1.204 -0.960 -10.628 0.093
H 0.624 -0.320 -5.095 0.028
H -0.057 -1.786 -4.780 0.037
C -2.200 6.980 0.623 -0.057
C -3.086 5.815 1.056 -0.429
C -2.879 4.598 0.180 -0.203
O -2.923 4.926 -1.207 -0.193
C -3.092 3.827 -2.058 -0.120
N -2.854 5.404 2.445 0.034
H -2.594 7.823 1.215 0.081
H -2.282 7.303 -0.413 0.077
H -1.155 6.916 0.943 0.057
H -4.116 6.173 1.037 0.139
H -3.623 3.819 0.400 0.114
H -1.922 4.147 0.456 0.098
H -2.956 4.161 -3.078 0.090
H -4.084 3.381 -2.023 0.088
H -2.372 3.050 -1.803 0.074
H -1.821 5.293 2.539 0.035
H -3.035 6.153 3.100 0.061
C 0.308 4.598 -1.751 -0.037
C 1.730 4.880 -2.235 -0.453
C 2.776 4.364 -1.306 -0.180
O 2.687 5.102 -0.052 -0.219
C 3.772 4.978 0.827 -0.117
N 1.919 4.324 -3.567 0.045
H -0.458 5.075 -2.349 0.078
H 0.131 4.854 -0.714 0.063
H 0.213 3.497 -1.903 0.091
H 1.897 5.958 -2.319 0.143
H 3.735 4.573 -1.795 0.128
H 2.650 3.276 -1.164 0.111
H 4.749 5.218 0.395 0.094
H 3.791 3.947 1.238 0.081
H 3.550 5.604 1.699 0.088
H 1.031 4.365 -4.053 0.079
H 2.631 4.846 -4.077 0.088
C -0.234 -5.476 0.762 -0.012
C -1.124 -4.439 1.430 -0.398
C -2.457 -5.060 1.794 -0.227
O -2.373 -6.191 2.600 -0.177
C -3.555 -6.940 2.709 -0.099
N -0.353 -3.929 2.533 -0.036
H 0.712 -4.983 0.552 0.051
H -0.610 -5.954 -0.144 0.102
H -0.026 -6.249 1.500 0.099
H -1.516 -3.635 0.802 0.111
H -2.972 -5.234 0.840 0.125
H -3.129 -4.345 2.302 0.112
H -4.333 -6.297 3.180 0.088
H -3.300 -7.776 3.357 0.095
H -4.077 -7.280 1.803 0.095
H 0.001 -4.794 2.926 0.114
H -0.989 -3.595 3.273 0.101
C -5.164 -1.478 -3.858 -0.065
C -3.689 -1.272 -3.837 -0.418
C -3.004 -2.619 -4.245 -0.177
O -3.321 -3.461 -3.136 -0.240
C -2.627 -4.684 -3.152 -0.106
N -3.246 -0.110 -4.672 0.052
H -5.412 -2.392 -3.322 0.075
H -5.516 -1.512 -4.891 0.087
H -5.650 -0.630 -3.380 0.080
H -3.345 -1.027 -2.832 0.107
H -1.923 -2.488 -4.360 0.086
H -3.344 -2.990 -5.228 0.131
H -2.588 -5.088 -4.182 0.092
H -3.105 -5.426 -2.498 0.092
H -1.554 -4.576 -2.930 0.082
H -2.250 -0.064 -4.805 0.026
H -3.664 -0.112 -5.603 0.067
C 4.539 0.776 -2.990 -0.050
C 3.843 0.249 -4.260 -0.405
C 3.795 -1.253 -4.456 -0.195
O 3.260 -1.809 -3.273 -0.223
C 3.051 -3.214 -3.301 -0.093
N 2.482 0.799 -4.368 0.055
H 4.480 1.860 -3.021 0.063
H 5.601 0.511 -2.900 0.088
H 3.940 0.462 -2.147 0.042
H 4.383 0.637 -5.123 0.137
H 4.748 -1.753 -4.664 0.133
H 3.082 -1.361 -5.284 0.117
H 3.998 -3.768 -3.409 0.093
H 2.447 -3.523 -4.160 0.087
H 2.514 -3.484 -2.383 0.078
H 2.543 1.795 -4.178 0.047
H 1.918 0.454 -3.600 0.040
C -5.866 -2.959 0.318 -0.047
C -4.692 -1.949 0.210 -0.419
C -4.548 -1.252 1.538 -0.149
O -3.346 -0.403 1.617 -0.247
C -3.323 0.708 0.704 -0.080
N -3.502 -2.745 -0.138 0.091
H -5.841 -3.502 -0.640 0.075
H -6.885 -2.541 0.352 0.085
H -5.756 -3.712 1.115 0.076
H -4.963 -1.174 -0.521 0.128
H -4.428 -1.974 2.335 0.096
H -5.414 -0.628 1.759 0.135
H -2.398 1.284 0.845 0.077
H -4.126 1.390 0.991 0.091
H -3.342 0.417 -0.356 0.082
H -2.653 -2.172 -0.082 0.054
H -3.606 -2.938 -1.123 0.049
C -1.328 0.950 4.154 -0.012
C -1.178 -0.593 4.209 -0.331
C -2.458 -1.247 4.691 -0.159
O -2.403 -2.703 4.642 -0.217
C -3.621 -3.415 4.960 -0.066
N -0.707 -1.068 2.831 0.022
H -0.359 1.248 3.784 0.043
H -1.474 1.412 5.129 0.095
H -2.042 1.229 3.392 0.078
H -0.382 -0.821 4.932 0.133
H -3.297 -0.961 4.067 0.110
H -2.559 -0.848 5.705 0.138
H -4.433 -3.229 4.255 0.075
H -3.953 -3.122 5.945 0.089
H -3.359 -4.466 4.895 0.084
H -0.472 -0.232 2.336 0.042
H -1.594 -1.264 2.378 0.075
C 0.153 7.407 3.677 -0.058
C 0.766 6.055 3.978 -0.404
C 0.155 5.325 5.162 -0.228
O 0.397 5.852 6.454 -0.170
C -0.293 5.063 7.410 -0.106
N 0.406 5.212 2.805 0.053
H 0.274 8.106 4.510 0.090
H -0.917 7.336 3.544 0.056
H 0.530 7.763 2.729 0.075
H 1.859 6.172 4.201 0.148
H 0.521 4.301 5.170 0.115
H -0.918 5.378 4.933 0.125
H -1.376 5.151 7.190 0.098
H -0.038 5.362 8.417 0.085
H 0.011 4.008 7.356 0.081
H 0.617 4.247 3.021 0.036
H 0.917 5.468 1.961 0.070

201
Properties=species:S:1:pos:R:3:lowdin_charge:R:1 method="wB97M-V/def2-TZVPD" charge=-1 homo_ev=-6.98 homo_lumo_gap_ev=8.5265 e_lumo_ev=1.548 relative_energy_kcal_mol=74.1
O 0.634 -1.307 0.853 0.104
C 0.105 -0.390 0.222 -0.307
O -1.013 -0.330 -0.517 0.207
B -1.351 1.008 -1.005 -0.884
O -0.141 1.782 -0.774 0.194
C 0.619 1.078 0.144 -0.257
O 1.543 1.548 0.850 0.084
O -2.662 1.447 -0.436 0.216
C -3.476 1.770 -1.420 -0.344
O -4.621 2.198 -1.466 0.111
C -2.730 1.549 -2.778 -0.437
O -1.619 1.066 -2.491 0.232
O -3.222 1.797 -3.871 0.111
C -6.716 0.724 -3.724 -0.200
O -7.068 1.211 -2.506 -0.112
H -7.588 0.507 -4.341 0.080
H -6.110 1.459 -4.254 0.072
H -6.075 -0.145 -3.571 0.068
H -6.269 1.440 -2.027 0.025
C -1.575 4.622 -0.316 -0.133
O -2.291 5.725 -0.834 -0.124
H -1.481 3.741 -0.951 0.066
H -0.681 5.145 0.025 0.085
H -2.235 4.318 0.496 0.075
H -2.243 5.751 -1.792 0.053
C -6.610 0.349 1.054 -0.164
O -6.943 0.253 2.433 -0.119
H -7.512 0.109 0.491 0.078
H -6.347 1.351 0.712 0.068
H -5.909 -0.373 0.635 0.062
H -6.167 0.497 2.943 0.031
C -4.236 4.850 -3.904 -0.130
O -4.742 5.914 -4.766 -0.133
H -4.290 3.910 -4.453 0.058
H -3.174 4.889 -3.664 0.059
H -4.863 4.756 -3.017 0.087
H -4.538 5.693 -5.678 0.060
C -5.603 -3.739 4.611 -0.125
O -6.035 -3.911 3.275 -0.165
C -4.940 -4.357 2.492 -0.219
C -5.423 -4.475 1.028 -0.211
N -4.400 -5.088 0.228 -0.045
C -4.871 -5.236 -1.187 -0.162
C -4.896 -3.871 -1.994 -0.240
O -3.634 -3.287 -1.826 -0.188
C -3.672 -1.890 -2.130 -0.074
H -5.323 -4.685 5.075 0.084
H -6.318 -3.347 5.334 0.082
H -4.807 -3.009 4.758 0.075
H -4.536 -5.311 2.832 0.120
H -4.092 -3.676 2.570 0.106
H -5.588 -3.446 0.708 0.109
H -6.357 -5.031 0.943 0.126
H -3.641 -4.429 0.132 0.074
H -5.847 -5.678 -1.384 0.109
H -4.133 -5.801 -1.757 0.101
H -5.757 -3.344 -1.583 0.101
H -5.156 -3.728 -3.043 0.119
H -4.001 -1.612 -3.132 0.082
H -2.647 -1.521 -2.093 0.077
H -4.375 -1.374 -1.476 0.089
C -1.166 -1.557 4.032 -0.151
O -2.497 -1.421 4.121 -0.163
C -3.168 -0.786 3.058 -0.186
C -3.072 0.740 3.134 -0.179
N -3.949 1.342 4.178 -0.029
C -3.704 2.767 4.211 -0.223
C -4.243 3.555 3.049 -0.204
O -5.387 4.297 3.403 -0.218
C -6.551 3.672 3.977 -0.074
H -0.747 -2.029 4.920 0.098
H -0.577 -0.647 3.921 0.077
H -0.884 -2.193 3.193 0.057
H -4.206 -1.096 2.935 0.117
H -2.676 -1.125 2.147 0.119
H -3.449 1.091 2.173 0.103
H -2.028 1.012 3.287 0.098
H -3.605 0.915 5.027 0.106
H -2.643 3.003 4.293 0.087
H -4.200 3.129 5.112 0.116
H -4.590 2.890 2.259 0.113
H -3.538 4.324 2.731 0.120
H -7.250 4.467 3.718 0.088
H -6.409 3.543 5.050 0.078
H -6.874 2.784 3.434 0.075
C 3.573 4.072 -7.388 -0.141
O 3.822 2.731 -7.170 -0.201
C 4.889 2.384 -6.250 -0.152
C 4.566 2.679 -4.723 -0.189
N 3.330 2.022 -4.264 -0.038
C 2.719 2.768 -3.223 -0.210
C 3.411 2.493 -1.849 -0.197
O 4.740 2.866 -1.579 -0.204
C 5.013 4.264 -1.512 -0.092
H 2.887 4.223 -8.221 0.089
H 4.451 4.682 -7.601 0.086
H 3.072 4.432 -6.489 0.080
H 5.785 2.898 -6.599 0.114
H 5.058 1.310 -6.326 0.104
H 4.522 3.767 -4.673 0.090
H 5.432 2.494 -4.088 0.105
H 2.692 1.964 -5.045 0.108
H 1.641 2.698 -3.079 0.118
H 2.680 3.818 -3.515 0.105
H 3.285 1.430 -1.644 0.108
H 2.719 2.955 -1.145 0.107
H 4.444 4.862 -0.800 0.087
H 4.736 4.638 -2.498 0.066
H 6.045 4.564 -1.333 0.086
C 2.723 -3.074 4.852 -0.048
O 3.814 -4.064 5.220 -0.177
C 5.141 -3.603 5.276 -0.222
C 5.770 -3.298 3.872 -0.178
N 5.706 -1.872 3.542 -0.077
C 6.298 -1.563 2.261 -0.225
C 6.413 -0.061 2.044 -0.207
O 5.125 0.540 2.210 -0.211
C 5.017 1.875 1.695 -0.083
H 1.732 -3.248 5.269 0.077
H 2.617 -2.992 3.770 0.063
H 2.923 -2.010 4.982 0.077
H 5.801 -4.359 5.703 0.107
H 5.261 -2.809 6.013 0.116
H 5.337 -3.844 3.034 0.113
H 6.839 -3.501 3.934 0.107
H 4.807 -1.419 3.630 0.095
H 5.718 -2.073 1.491 0.098
H 7.335 -1.891 2.201 0.118
H 6.746 0.228 1.047 0.107
H 7.094 0.333 2.798 0.119
H 5.233 2.690 2.385 0.086
H 3.964 1.935 1.423 0.064
H 5.555 1.929 0.748 0.071
C 7.269 -0.608 -3.911 -0.064
C 5.904 -1.243 -3.533 -0.415
C 5.406 -0.663 -2.146 -0.186
O 4.059 -0.972 -1.898 -0.214
C 3.604 -1.213 -0.585 -0.071
N 4.972 -1.115 -4.622 0.060
H 7.224 0.456 -4.142 0.064
H 7.637 -1.140 -4.788 0.069
H 8.002 -0.842 -3.138 0.070
H 6.079 -2.305 -3.360 0.130
H 5.577 0.413 -2.149 0.105
H 6.033 -1.049 -1.342 0.114
H 4.151 -2.082 -0.219 0.084
H 2.542 -1.456 -0.616 0.070
H 3.719 -0.329 0.042 0.081
H 4.664 -0.155 -4.677 0.036
H 4.158 -1.632 -4.321 0.055
C 0.577 2.168 4.732 -0.041
C 0.243 3.567 4.234 -0.461
C 1.489 4.363 4.078 -0.178
O 2.252 4.516 5.305 -0.202
C 1.746 5.328 6.311 -0.137
N -0.395 3.517 2.943 0.075
H 1.210 2.155 5.619 0.085
H 1.041 1.570 3.948 0.077
H -0.261 1.502 4.938 0.058
H -0.423 4.030 4.961 0.131
H 1.317 5.340 3.627 0.126
H 2.246 3.795 3.537 0.134
H 1.426 6.318 5.988 0.088
H 2.499 5.464 7.087 0.083
H 0.972 4.760 6.827 0.080
H -0.228 4.422 2.526 0.064
H 0.082 2.834 2.371 0.053
C 0.935 -0.684 -4.454 -0.046
C -0.036 -1.799 -3.973 -0.380
C -1.217 -2.167 -4.934 -0.133
O -2.108 -1.005 -5.159 -0.204
C -1.836 -0.365 -6.363 -0.136
N 0.793 -3.011 -3.761 0.041
H 0.396 0.233 -4.215 0.069
H 0.968 -0.829 -5.534 0.069
H 1.959 -0.517 -4.119 0.053
H -0.452 -1.387 -3.054 0.104
H -1.801 -3.003 -4.550 0.112
H -0.853 -2.581 -5.875 0.115
H -2.273 -0.952 -7.170 0.084
H -0.778 -0.172 -6.543 0.073
H -2.391 0.567 -6.252 0.084
H 0.408 -3.630 -3.062 0.056
H 1.714 -2.817 -3.395 0.049
C -0.771 -4.342 0.998 -0.048
C 0.439 -5.086 1.636 -0.417
C 1.758 -4.707 1.023 -0.200
O 2.842 -5.361 1.674 -0.170
C 2.939 -6.662 1.214 -0.131
N 0.304 -4.612 2.994 0.052
H -0.564 -3.289 1.194 0.040
H -1.741 -4.667 1.373 0.070
H -0.748 -4.438 -0.088 0.076
H 0.202 -6.144 1.524 0.127
H 1.853 -3.633 1.180 0.116
H 1.681 -4.888 -0.049 0.124
H 1.981 -7.164 1.352 0.076
H 3.683 -7.306 1.683 0.092
H 3.070 -6.649 0.132 0.087
H 0.196 -3.618 3.136 0.024
H 1.238 -4.636 3.379 0.037